1.
ORCA calculation (ωB97M-V/def2-TZVPD) on a structure of composition C10H30HgOP2Si at a distorted geometry.

```
45
Properties=species:S:1:pos:R:3:mulliken_charge:R:1
Hg 0.0080 1.6626 -0.6630 0.71
H 1.2547 -1.4076 -0.3983 -0.37
H 0.8133 -1.2748 -0.9796 0.27
P 2.4355 1.3229 0.2617 0.69
P -1.7717 0.3870 -2.0560 0.65
C -3.3629 0.8051 -1.2525 -1.04
H -4.2044 0.7307 -1.9557 0.42
H -3.5448 0.1390 -0.3921 0.16
H -3.3094 1.8311 -0.8606 0.31
C -1.7140 1.4066 -3.5642 -1.20
H -0.8176 1.1138 -4.1333 0.31
H -2.6083 1.2668 -4.1831 0.39
H -1.5923 2.4570 -3.2709 0.31
C -2.0135 -1.3307 -2.6534 -1.20
H -2.2082 -2.0299 -1.8233 0.19
H -2.8534 -1.3777 -3.3708 0.41
H -1.0993 -1.6721 -3.1671 0.33
C 3.2385 2.6452 -0.7038 -1.20
H 4.2271 2.8985 -0.3011 0.39
H 3.3349 2.2915 -1.7421 0.32
H 2.5756 3.5202 -0.7094 0.31
C 2.4551 1.9288 1.9939 -1.03
H 2.1332 1.1341 2.6881 0.16
H 3.4581 2.2793 2.2810 0.42
H 1.7399 2.7600 2.0943 0.31
C 3.6476 -0.0569 0.2624 -1.28
H 3.7134 -0.4816 -0.7527 0.34
H 4.6496 0.3013 0.5595 0.40
H 3.3384 -0.8720 0.9381 0.29
C -0.6919 0.3968 1.0964 0.11
O -1.0875 1.2944 1.8351 -0.50
H 0.1271 3.1288 -1.5048 -0.29
C -2.4850 -1.5906 2.5030 -1.05
Si -0.7551 -1.5053 1.7629 0.13
C 0.7687 -1.5472 2.8574 -0.88
C -0.6731 -3.0154 0.6606 -0.94
H -2.6428 -0.8160 3.2675 0.28
H -2.6383 -2.5993 2.9330 0.33
H -3.1966 -1.4351 1.6756 0.29
H 0.7265 -2.3925 3.5573 0.42
H 1.6706 -1.6433 2.2397 0.12
H 0.8742 -0.6538 3.4816 0.24
H -0.8824 -3.8538 1.3492 0.37
H -1.3845 -2.9785 -0.1692 0.18
H 0.3468 -3.1673 0.3087 0.39
```

LUMO level in eV: 0.8
HOMO energy in eV: -5.354
2S+1: 1
Orbital gap in eV: 6.118
Net charge: 0


2.
ORCA calculation (ωB97M-V/def2-TZVPD) on a structure of composition C10H30LiO5S3 at a distorted geometry.

```
49
Properties=species:S:1:pos:R:3:mulliken_charge:R:1
Li 31.8100 35.3410 0.2200 1.03
C 33.9010 37.6100 0.3520 -0.55
C 32.4110 37.9690 0.2000 -0.56
O 31.8110 37.4770 1.3110 -0.27
H 34.4460 38.2960 -0.2270 0.50
H 34.2530 36.6710 -0.1120 -0.21
H 34.3560 37.4980 1.4660 0.20
H 32.1230 37.6100 -0.8450 0.10
H 32.5380 39.0170 0.1410 0.52
H 31.7020 38.2920 1.7710 0.26
C 26.6880 38.1720 0.8230 -1.48
C 28.0840 37.7780 0.5410 0.37
O 28.2040 36.4370 0.1150 -0.63
H 26.4540 37.7280 1.7960 0.30
H 25.7790 37.9450 0.0050 0.23
H 26.5820 39.1010 0.9340 0.58
H 28.7720 37.9350 1.5000 -0.05
H 28.4310 38.5650 -0.2400 0.30
H 29.1520 36.1040 0.1670 0.27
C 30.9840 32.7190 -0.8390 -1.68
S 29.8570 34.1300 -0.9600 0.70
O 30.6820 35.3160 -0.4890 -0.51
C 29.8800 34.3540 -2.7520 -1.34
H 31.1040 32.3910 0.1340 0.34
H 31.8260 32.8320 -1.3130 0.54
H 30.5830 32.0170 -1.4370 0.84
H 29.8310 33.4180 -3.1460 0.50
H 30.7680 34.9480 -2.9610 0.28
H 29.3210 35.0890 -3.1290 0.47
C 28.5590 34.3440 2.5590 -0.59
S 30.2260 34.3250 3.0520 0.25
O 30.9720 34.6180 1.7670 -0.47
C 30.2770 35.9030 3.8940 -0.68
H 27.8200 34.3180 3.4790 0.38
H 28.5620 33.4510 1.9850 0.31
H 28.4020 35.2210 1.9170 0.10
H 29.5870 36.7160 3.4120 0.05
H 31.2450 36.5840 4.1710 0.25
H 29.8190 35.8490 4.8990 0.43
C 34.9850 32.1530 -0.6290 -1.01
S 34.7970 33.8860 -0.5550 0.39
O 33.3470 34.1190 -0.1630 -0.64
C 35.8460 34.1050 0.8290 -0.87
H 35.7640 31.6590 -0.1080 0.46
H 34.8360 31.7630 -1.6300 0.37
H 34.1940 31.5970 0.0800 0.26
H 35.9000 35.2850 1.0600 0.21
H 36.8870 33.8620 0.5240 0.45
H 35.5270 33.4070 1.6350 0.31
```

Relative energy (zero: lowest compared OMol25 entry of this formula, charge and spin) in kJ/mol: 110.9
LUMO level in eV: -2.0
HOMO energy in eV: -11.997
2S+1: 1
Orbital gap in eV: 10.009
Net charge: +1


3.
ORCA calculation (ωB97M-V/def2-TZVPD) on a cluster of 10 separate species, C10H30N10O20 in total at a distorted geometry.

```
70
Properties=species:S:1:pos:R:3:mulliken_charge:R:1
C -1.1666 5.6494 0.8128 -0.59
N -1.4781 4.2537 0.2998 0.77
O -1.0526 3.3549 1.0061 -0.30
O -2.0610 4.1734 -0.7589 -0.52
H -1.9482 6.3248 0.4650 0.31
H -0.1564 5.8176 0.4394 0.07
H -1.0687 5.6319 1.8983 0.23
C 2.8056 5.2607 0.2937 -0.58
N 2.2638 4.5272 -0.8584 0.74
O 2.4789 4.8486 -2.0292 -0.56
O 1.4499 3.7230 -0.5363 -0.30
H 2.1895 6.0737 0.6781 0.24
H 3.7373 5.6975 -0.0657 0.31
H 3.1095 4.4902 1.0022 0.15
C 1.6148 -4.1782 2.1073 -0.52
N 1.2836 -5.2143 3.0234 0.88
O 0.1605 -5.6799 2.9773 -0.53
O 2.1824 -5.6949 3.7360 -0.57
H 2.5310 -3.7727 2.5365 0.28
H 0.7790 -3.4879 2.2217 0.22
H 1.7696 -4.5469 1.0933 0.22
C -2.6151 -5.5445 -1.3362 -0.82
N -1.8266 -4.4949 -0.5758 0.81
O -0.8078 -4.0848 -1.1051 -0.33
O -2.2318 -4.2614 0.5549 -0.52
H -1.9852 -6.2157 -1.9200 0.29
H -3.3122 -4.9214 -1.8964 0.29
H -3.1277 -6.2025 -0.6344 0.32
C 0.0941 0.7195 -0.1839 -0.48
N -0.0567 -0.7799 -0.2774 0.93
O -1.0676 -1.1625 -0.7427 -0.44
O 0.8450 -1.5088 0.1665 -0.47
H 0.7980 1.0277 -0.9571 0.34
H 0.3829 1.1576 0.7715 -0.07
H -0.8745 1.1692 -0.4024 0.27
C -2.1026 -0.6828 -4.7024 -0.76
N -1.6890 0.6813 -4.2828 0.90
O -2.0537 1.6206 -4.9698 -0.55
O -1.0665 0.8863 -3.2571 -0.49
H -2.0573 -1.5056 -3.9889 0.21
H -1.4653 -0.8826 -5.5639 0.30
H -3.1277 -0.5059 -5.0279 0.36
C 3.1175 -2.9731 -1.6272 -0.51
N 2.5683 -3.5659 -2.7727 0.97
O 2.1695 -4.7497 -2.6320 -0.55
O 2.4994 -2.8796 -3.7858 -0.55
H 3.9595 -3.6245 -1.3929 0.32
H 2.4001 -3.0292 -0.8085 -0.06
H 3.3439 -1.9211 -1.8013 0.35
C -0.2674 3.5956 3.6804 -0.73
N -0.3290 2.0659 3.7804 0.86
O 0.3706 1.4362 2.9698 -0.48
O -1.1811 1.5857 4.5427 -0.55
H -1.3056 3.8754 3.5016 0.30
H 0.4317 3.8272 2.8769 0.12
H 0.0411 4.0695 4.6122 0.42
C -4.4569 -0.8900 -0.7740 -0.48
N -4.8993 -0.2438 -2.0544 0.90
O -4.4466 0.8502 -2.3950 -0.50
O -5.6280 -0.9774 -2.7021 -0.54
H -3.9487 -0.1304 -0.1799 0.21
H -3.7305 -1.6773 -0.9751 0.14
H -5.3275 -1.2975 -0.2600 0.28
C 3.5996 0.1232 2.9225 -0.86
N 3.3403 1.4512 2.2270 0.97
O 3.1253 1.4185 0.9985 -0.50
O 3.3050 2.4147 2.8992 -0.55
H 3.8456 0.2415 3.9778 0.33
H 4.5292 -0.1675 2.4334 0.34
H 2.7972 -0.5884 2.7274 0.28
```

Relative energy (zero: lowest compared OMol25 entry of this formula, charge and spin) in kJ/mol: 237.8
LUMO level in eV: -0.3
HOMO energy in eV: -10.450
2S+1: 1
Orbital gap in eV: 10.129
Net charge: 0
Structure (SMILES): C[N+](=O)[O-].C[N+](=O)[O-].C[N+](=O)[O-].C[N+](=O)[O-].C[N+](=O)[O-].C[N+](=O)[O-].C[N+](=O)[O-].C[N+](=O)[O-].C[N+](=O)[O-].C[N+](=O)[O-]


4.
ORCA calculation (ωB97M-V/def2-TZVPD) on a cluster of 10 separate species, C10H30N10O20 in total at a distorted geometry.

```
70
Properties=species:S:1:pos:R:3:mulliken_charge:R:1
C -0.2052 1.0787 0.3048 -0.64
N 0.6212 -0.1499 0.1673 1.03
O 0.0480 -1.2065 0.0037 -0.46
O 1.8192 -0.0574 0.3487 -0.54
H 0.4512 1.9184 0.0902 0.10
H -0.6306 1.1539 1.2979 0.23
H -0.9261 1.0703 -0.5100 0.24
C -2.8384 -1.2094 3.0227 -0.66
N -3.8451 -0.4171 2.2344 0.88
O -3.4988 -0.2371 1.0821 -0.45
O -4.8534 -0.0136 2.7435 -0.56
H -2.6471 -2.0669 2.3838 0.27
H -3.2400 -1.4931 3.9876 0.30
H -1.9579 -0.5746 3.0077 0.21
C -2.7048 -2.1322 -1.8069 -0.44
N -3.5824 -2.3299 -2.9896 0.98
O -3.8349 -3.4746 -3.2674 -0.55
O -3.8955 -1.3535 -3.6437 -0.60
H -3.1861 -2.7882 -1.0827 0.35
H -2.7399 -1.1042 -1.4639 0.12
H -1.7054 -2.4859 -2.0144 0.09
C 4.1353 0.8876 2.3386 -0.70
N 4.3272 -0.5855 2.2556 0.95
O 4.3021 -1.1796 3.3078 -0.55
O 4.4358 -1.1015 1.1645 -0.51
H 3.6797 1.1448 3.2882 0.31
H 3.4830 1.1898 1.5233 0.20
H 5.1024 1.3798 2.2686 0.30
C 3.3769 -3.0760 -0.8402 -0.33
N 3.0265 -4.1626 -1.8270 0.92
O 1.8528 -4.3186 -2.1707 -0.55
O 3.9114 -4.8960 -2.2293 -0.57
H 4.1678 -2.5332 -1.3487 0.33
H 3.6992 -3.5437 0.0818 0.28
H 2.4578 -2.5002 -0.8012 -0.07
C 0.5727 -4.1892 1.9190 -0.43
N 1.1247 -4.0926 3.2933 0.96
O 2.3236 -4.0092 3.3955 -0.53
O 0.3448 -3.9624 4.2095 -0.58
H -0.3225 -4.7954 1.8245 0.30
H 1.3363 -4.7833 1.4103 0.34
H 0.5393 -3.2754 1.3325 -0.03
C -0.5216 5.9807 0.4402 -0.87
N -0.0949 4.7180 -0.2364 0.96
O 1.0579 4.3959 -0.0562 -0.53
O -0.8918 4.1370 -0.9394 -0.50
H 0.0581 6.7905 -0.0044 0.33
H -0.1239 5.9270 1.4496 0.32
H -1.5804 6.1569 0.3012 0.28
C 0.1872 -1.7520 -3.6372 -0.72
N -0.5455 -2.4836 -4.6797 1.03
O -0.3932 -2.1298 -5.8264 -0.60
O -1.3457 -3.3615 -4.3818 -0.54
H 0.1555 -2.3331 -2.7225 0.13
H -0.4536 -0.8756 -3.5090 0.35
H 1.1637 -1.5372 -4.0539 0.44
C 1.1565 3.0236 -3.3891 -0.50
N 0.2933 2.1740 -4.2651 0.84
O 0.1573 2.5520 -5.4041 -0.53
O -0.3964 1.3163 -3.7507 -0.48
H 0.7846 4.0420 -3.3844 0.26
H 2.1541 2.9414 -3.8138 0.33
H 1.1609 2.6581 -2.3672 0.07
C -2.8161 4.1884 4.1698 -0.76
N -1.8145 3.6625 3.1800 0.87
O -2.1103 2.7555 2.4228 -0.47
O -0.7305 4.2377 3.1894 -0.54
H -3.6145 3.4817 4.3556 0.30
H -3.1633 5.0531 3.5998 0.30
H -2.2575 4.5558 5.0213 0.30
```

Relative energy (zero: lowest compared OMol25 entry of this formula, charge and spin) in kJ/mol: 142.6
LUMO level in eV: -1.0
HOMO energy in eV: -10.405
2S+1: 1
Orbital gap in eV: 9.419
Net charge: 0
Structure (SMILES): C[N+](=O)[O-].C[N+](=O)[O-].C[N+](=O)[O-].C[N+](=O)[O-].C[N+](=O)[O-].C[N+](=O)[O-].C[N+](=O)[O-].C[N+](=O)[O-].C[N+](=O)[O-].C[N+](=O)[O-]


5.
ORCA calculation (ωB97M-V/def2-TZVPD) on a cluster of 4 separate species, C10H30N2O4 in total at a distorted geometry.

```
46
Properties=species:S:1:pos:R:3:mulliken_charge:R:1
O -0.4111 0.1869 -0.7558 -0.64
H 0.1990 0.0735 -0.0270 0.31
H -0.4410 1.1329 -0.8986 0.32
C -1.8856 -2.5848 3.2008 -0.79
C -0.5654 -2.7164 3.9770 -0.31
O 0.3949 -1.7044 3.6233 -0.52
H -2.6560 -3.2648 3.5644 0.32
H -1.7516 -2.8221 2.1454 0.22
H -2.1180 -1.5282 3.3337 0.23
H -0.0456 -3.5534 3.5108 0.21
H -0.6828 -2.9295 5.0395 0.31
H 0.9328 -2.1529 2.9667 0.33
C -1.8961 4.9697 2.8333 -1.44
C -1.3883 4.3645 1.5568 0.47
C -1.6256 5.3110 0.3766 -0.69
O -2.9868 5.4933 0.2026 -0.29
C -3.4100 5.9770 -1.0327 -0.76
N 0.0342 4.0312 1.7249 -0.76
H -1.2060 5.7910 3.0263 0.35
H -1.9633 4.3011 3.6915 0.37
H -2.8917 5.3806 2.6655 0.34
H -2.0215 3.5023 1.3476 0.26
H -1.2675 4.8730 -0.5551 0.37
H -1.0885 6.2593 0.4001 0.34
H -4.4906 5.8440 -1.0846 0.24
H -2.9507 5.5768 -1.9366 0.31
H -3.2160 7.0492 -1.0023 0.31
H 0.1478 3.5263 2.5923 0.30
H 0.4417 4.9054 2.0248 0.30
C 2.4328 -5.0073 -1.2154 -1.32
C 3.0473 -3.7520 -1.8966 0.47
C 2.2635 -3.3123 -3.1418 -0.69
O 2.3843 -4.2990 -4.0740 -0.35
C 1.6278 -4.0906 -5.2519 -0.73
N 3.0261 -2.5858 -0.9845 -0.62
H 2.1225 -5.7747 -1.9246 0.32
H 1.5118 -4.7668 -0.6843 0.32
H 3.1418 -5.4285 -0.5028 0.33
H 4.0335 -4.0732 -2.2317 0.22
H 2.7067 -2.4169 -3.5777 0.37
H 1.2060 -3.0945 -2.9926 0.39
H 0.8410 -4.8447 -5.2738 0.25
H 2.2514 -4.3075 -6.1192 0.21
H 1.1495 -3.1144 -5.1729 0.38
H 3.6117 -2.6992 -0.1694 0.24
H 3.4519 -1.7253 -1.2980 0.21
```

Relative energy (zero: lowest compared OMol25 entry of this formula, charge and spin) in kJ/mol: 124.4
LUMO level in eV: 0.6
HOMO energy in eV: -9.368
2S+1: 1
Orbital gap in eV: 9.992
Net charge: 0
Structure (SMILES): COC[C@H](C)N.COC[C@H](C)N.CCO.O


6.
ORCA calculation (ωB97M-V/def2-TZVPD) on a structure of composition C10H30N6O4Rb at a distorted geometry.

```
51
Properties=species:S:1:pos:R:3:mulliken_charge:R:1
Rb 1.0643 0.0729 -1.5830 0.96
C 1.7638 -3.6037 -2.2791 0.55
O 1.9802 -2.4303 -2.3753 -0.60
N 2.5848 -4.5654 -2.5548 -0.40
N 0.6369 -4.0412 -1.8647 -0.27
H 2.3458 -5.5424 -2.4636 0.16
H 3.4063 -4.2604 -3.0571 0.27
H 0.3715 -4.9997 -2.0406 0.14
H 0.0053 -3.3711 -1.4498 0.19
C 3.1288 2.9505 -3.6362 0.53
O 2.7846 2.1342 -2.8704 -0.52
N 4.2914 2.9091 -4.1947 -0.41
N 2.4829 3.9842 -4.0240 -0.40
H 4.3968 3.5605 -4.9593 0.17
H 4.9193 2.1262 -4.0814 0.23
H 3.0177 4.7962 -4.2973 0.20
H 1.5758 4.1112 -3.5983 0.22
C -0.7514 3.0397 -0.1249 -1.23
C -0.2874 2.2978 1.1337 -0.07
C -0.9663 2.8793 2.4342 -0.73
O -0.7646 4.2474 2.4461 -0.31
C -1.3626 4.9931 3.5249 -0.78
N -0.7232 0.9326 0.9279 -0.32
H -0.4373 4.0790 -0.0280 0.41
H -1.8407 3.0314 -0.1606 0.35
H -0.3951 2.5688 -1.0411 0.18
H 0.7942 2.3850 1.2362 0.35
H -0.6620 2.5110 3.4139 0.43
H -2.0381 2.7887 2.2578 0.39
H -0.9000 4.8846 4.5059 0.30
H -2.3840 4.6695 3.7253 0.32
H -1.3550 6.0505 3.2603 0.26
H -0.2987 0.4172 1.6857 0.05
H -1.7206 0.8397 1.0574 0.30
C 0.6792 -2.3029 1.5640 -1.09
C -0.7452 -2.6284 1.0984 0.05
C -1.8933 -2.3389 2.1336 -0.83
O -3.2007 -2.4921 1.6002 -0.36
C -3.5489 -3.7957 1.1617 -0.63
N -1.0369 -2.1204 -0.1700 -0.14
H 0.8287 -1.2232 1.5631 0.14
H 1.4714 -2.7577 0.9693 0.23
H 0.7806 -2.7231 2.5647 0.36
H -0.8467 -3.6934 0.8895 0.57
H -1.7595 -1.3308 2.5259 0.32
H -1.6641 -2.9806 2.9843 0.46
H -2.9891 -3.9157 0.2341 0.20
H -4.5768 -3.9208 0.8213 0.27
H -3.2450 -4.5697 1.8665 0.31
H -1.7992 -2.5306 -0.6903 0.25
H -1.1178 -1.1218 -0.0414 -0.02
```

Relative energy (zero: lowest compared OMol25 entry of this formula, charge and spin) in kJ/mol: 171.8
LUMO level in eV: -2.2
HOMO energy in eV: -11.819
2S+1: 1
Orbital gap in eV: 9.619
Net charge: +1


Which formula does entry 4 have?
C10H30N10O20


What is the 2S+1 in the fifth record?
1


The highest HOMO energy belongs to which entry?
C10H30HgOP2Si